11 unconnected molecules or ions with the total composition C20H60O24S, computed with ωB97M-V/def2-TZVPD.

Geometry (Å):
S 0.2105 0.2384 -0.3309
O -0.6900 0.9267 0.5946
O -0.2804 0.4759 -1.7226
O 1.5544 0.6829 -0.1507
O 0.0421 -1.1366 0.0183
C 2.8121 -0.8809 2.7185
C 1.8846 0.0600 3.5897
O 1.2231 -0.6710 4.6627
O 3.2503 -0.0451 1.6683
H 2.3742 -1.8419 2.5060
H 3.6833 -1.1184 3.4297
H 1.2573 0.5369 2.9624
H 2.4365 0.7683 3.9810
H 0.9062 -1.4500 4.2891
H 2.6090 0.1628 1.0335
C 3.6364 0.7425 -4.2184
C 2.7655 0.3947 -3.1045
O 3.3002 0.9909 -1.8588
O 3.0064 0.6015 -5.4959
H 4.5314 0.1100 -4.0480
H 4.0732 1.8774 -4.2505
H 2.9521 -0.7732 -2.7782
H 1.8727 0.8092 -3.4261
H 2.5996 0.7187 -1.0791
H 2.5936 1.4200 -5.6908
C 0.3443 -2.0303 -5.2201
C -0.4728 -0.8031 -4.7325
O -1.2179 -1.0895 -3.6624
O 1.2157 -1.7012 -6.3294
H -0.2837 -2.8925 -5.5547
H 0.6531 -2.4528 -4.3266
H -1.1812 -0.3486 -5.5343
H 0.1827 -0.0656 -4.5318
H -0.9030 -0.7584 -2.8710
H 1.8279 -1.0771 -5.9983
C -1.1249 4.8877 -2.4640
C -0.2910 3.6137 -2.8238
O -1.0493 2.6599 -3.3730
O -0.3474 5.8674 -1.8632
H -1.9763 4.6570 -1.9716
H -1.5464 5.3411 -3.3347
H 0.2014 3.2360 -1.9391
H 0.5991 3.9778 -3.3891
H -0.9927 1.7973 -3.0721
H 0.3420 6.0075 -2.4833
C 3.5212 -4.2219 -0.6696
C 2.6476 -2.9537 -0.5027
O 1.3782 -3.2408 -0.0391
O 4.5819 -3.7644 -1.5416
H 2.9525 -5.0672 -1.0864
H 3.7297 -4.3870 0.2844
H 2.6347 -2.4091 -1.5128
H 3.1172 -2.1313 0.0646
H 0.9002 -2.4456 -0.0268
H 5.2211 -3.0822 -1.0317
C 1.6064 3.9253 2.2698
C 1.2174 4.0301 0.7964
O 2.1098 3.2914 -0.0280
O 0.5535 4.4337 3.0800
H 2.6800 4.4172 2.3504
H 1.6670 2.7787 2.7591
H 1.1093 5.0996 0.6119
H 0.1812 3.8153 0.6715
H 2.1476 2.3434 0.1194
H -0.0709 3.9560 2.9551
C -3.7788 -0.4263 0.4520
C -4.3974 0.9859 0.2645
O -3.4181 1.9531 -0.0632
O -3.0671 -0.4022 1.6345
H -3.1753 -0.8400 -0.3342
H -4.6110 -1.3919 0.6429
H -5.0297 1.3889 1.0152
H -5.0847 0.9828 -0.6547
H -2.5959 1.5320 0.0948
H -2.3359 0.0756 1.4099
C -2.3425 -3.7410 -1.1419
C -1.3874 -4.4121 -2.2069
O -1.8252 -4.0561 -3.5658
O -1.6590 -3.7601 0.0296
H -3.0074 -4.2843 -1.1360
H -2.3973 -2.6625 -1.1568
H -1.4291 -5.3983 -1.9348
H -0.4030 -3.7948 -2.1687
H -1.9935 -3.1583 -3.4330
H -1.0278 -3.0697 0.2014
C -2.5940 3.1511 4.7248
C -1.8525 2.0912 3.8738
O -1.6143 2.5925 2.6426
O -2.5711 2.7313 6.0451
H -3.6776 3.2211 4.5570
H -1.9911 3.9660 4.6835
H -2.4083 1.1450 3.8226
H -0.9424 1.8022 4.2732
H -1.0687 2.0994 2.0535
H -2.8582 3.3109 6.7110
C -1.5903 -2.3853 3.5653
C -1.5133 -3.0885 4.9743
O -2.8457 -3.4149 5.4094
O -0.2985 -2.2690 2.8834
H -1.9591 -1.4197 3.8413
H -2.3410 -3.1075 3.0163
H -0.7353 -2.5940 5.6361
H -0.8926 -4.1992 4.9018
H -3.2075 -4.0514 5.0541
H -0.5418 -1.9154 2.0340

Computed properties:
net charge: -2
energy: -3001.52674 Eh
gap between HOMO and LUMO: 8.6559 eV
strongest force on any atom: 17.252 eV/A